Molecular formula: C14H17ClO
Method: DFT, ωB97M-V with the def2-TZVPD basis set

Each line ends with the natural charge from an NBO analysis.
Cartesian coordinates (Å):
C (1.03, 2.25, 3.62)  -0.64
C (1.32, 2.84, 2.25)  -0.06
O (1.17, 1.95, 1.14)  -0.54
C (-0.16, 1.56, 0.77)  0.06
C (-0.85, 2.63, -0.07)  -0.43
C (-1.80, 1.87, -1.01)  -0.40
C (-1.03, 0.66, -1.40)  -0.47
C (-0.17, 0.38, -0.20)  0.05
C (0.43, -0.85, 0.11)  -0.20
C (0.37, -2.06, -0.73)  -0.06
C (0.40, -2.03, -2.13)  -0.19
C (0.33, -3.23, -2.87)  -0.23
C (0.13, -4.45, -2.23)  -0.04
Cl (0.02, -5.91, -3.14)  0.01
C (0.06, -4.48, -0.84)  -0.23
C (0.24, -3.30, -0.10)  -0.19
H (1.05, 3.13, 4.35)  0.21
H (1.80, 1.58, 3.98)  0.21
H (0.06, 1.79, 3.66)  0.21
H (2.37, 3.20, 2.25)  0.19
H (0.65, 3.69, 2.09)  0.16
H (-0.80, 1.33, 1.65)  0.18
H (-1.47, 3.29, 0.56)  0.21
H (-0.08, 3.21, -0.65)  0.22
H (-2.71, 1.60, -0.45)  0.20
H (-2.12, 2.49, -1.85)  0.22
H (-1.74, -0.16, -1.57)  0.23
H (-0.41, 0.81, -2.29)  0.22
H (0.98, -0.92, 1.02)  0.21
H (0.50, -1.05, -2.62)  0.22
H (0.41, -3.18, -3.95)  0.23
H (-0.11, -5.39, -0.31)  0.22
H (0.13, -3.28, 0.95)  0.21

Energy above the lowest of the compared OMol25 structures with the same formula, charge and spin   0.00 kcal per mole
DFT total energy   -1079.063979 Ha
Frontier orbital gap   8.9 eV
SMILES   CCO[C@H]1CCC/C1=C\c1ccc(Cl)cc1

Molecular formula: C3H10N2O2
Method: DFT, ωB97M-V with the def2-TZVPD basis set

Each line ends with the natural charge from an NBO analysis.
Cartesian coordinates (Å):
C (-1.41, -1.14, 0.95)  -0.42
N (-0.33, -0.47, 0.24)  -0.64
C (0.79, -0.01, 0.87)  0.66
O (0.98, 0.04, 2.06)  -0.62
C (1.95, 0.16, -0.11)  -0.31
N (1.55, 0.74, -1.39)  -0.84
H (-2.34, -0.67, 0.62)  0.20
H (-1.45, -2.17, 0.59)  0.19
H (-1.40, -1.12, 2.04)  0.23
H (-0.50, -0.09, -0.67)  0.42
H (2.37, -0.84, -0.24)  0.21
H (2.75, 0.74, 0.37)  0.19
H (1.21, 1.66, -1.15)  0.35
H (2.31, 0.82, -2.05)  0.37
O (-2.66, 0.41, -1.86)  -0.95
H (-2.69, 1.34, -1.61)  0.47
H (-3.55, 0.12, -2.00)  0.48

Energy above the lowest of the compared OMol25 structures with the same formula, charge and spin   24.82 kcal per mole
DFT total energy   -380.297112 Ha
Frontier orbital gap   9.9 eV
SMILES   CNC(=O)CN.O

Molecular formula: C31H32Cl3N2OP2PtSi
Method: DFT, ωB97M-V with the def2-TZVPD basis set

Each line ends with the Mulliken charge.
Cartesian coordinates (Å):
Pt (0.54, 0.87, 0.85)  1.72
C (-1.68, 0.94, -1.69)  -1.02
C (-1.38, -0.55, -1.48)  -1.61
P (0.30, -1.33, -1.36)  0.68
C (-0.25, -3.05, -1.16)  0.77
C (-0.56, -3.52, 0.12)  -0.59
C (-1.00, -4.82, 0.30)  -0.71
C (-1.11, -5.67, -0.79)  -0.61
C (-0.79, -5.22, -2.07)  -0.75
C (-0.37, -3.91, -2.25)  -0.42
C (1.08, -1.22, -2.99)  -0.37
C (3.57, -1.68, -2.62)  -0.93
C (2.26, -2.22, -3.08)  0.64
C (2.19, -2.65, -4.53)  -0.80
C (1.25, -2.04, -5.22)  -0.66
C (0.50, -1.01, -4.41)  -0.94
P (-1.15, 2.16, -0.40)  0.08
C (-2.37, 3.48, -0.71)  0.46
C (-2.44, 4.08, -1.96)  -0.43
C (-3.38, 5.07, -2.21)  -0.78
C (-4.26, 5.46, -1.20)  -0.46
C (-4.19, 4.86, 0.05)  -0.61
C (-3.25, 3.87, 0.29)  -0.44
C (0.45, 2.88, -1.02)  0.28
C (1.25, 1.85, -0.76)  -0.03
C (3.57, 2.57, -1.18)  -0.12
C (3.04, 3.70, -1.43)  -0.36
C (1.99, 4.66, -1.58)  -0.52
C (0.72, 4.25, -1.41)  -0.77
H (-2.77, 1.01, -1.66)  0.67
H (-1.37, 1.31, -2.67)  0.39
H (-1.88, -1.10, -2.27)  0.73
H (-1.85, -0.88, -0.55)  0.61
H (-0.47, -2.86, 0.98)  0.43
H (-1.25, -5.18, 1.29)  0.44
H (-1.44, -6.70, -0.65)  0.39
H (-0.88, -5.88, -2.92)  0.45
H (-0.13, -3.56, -3.25)  0.20
H (4.43, -2.31, -2.47)  0.46
H (2.12, -3.11, -2.44)  0.39
H (2.80, -3.47, -4.91)  0.43
H (0.98, -2.29, -6.23)  0.43
H (-0.59, -1.11, -4.51)  0.31
H (-1.76, 3.78, -2.76)  0.39
H (-3.44, 5.53, -3.18)  0.40
H (-4.99, 6.23, -1.39)  0.40
H (-4.87, 5.17, 0.83)  0.41
H (-3.20, 3.41, 1.27)  0.39
H (1.51, -0.22, -2.78)  0.49
H (0.76, -0.02, -4.77)  0.41
H (4.19, 3.90, -1.50)  0.33
H (2.22, 5.68, -1.83)  0.42
H (-0.09, 4.95, -1.52)  0.46
N (-0.02, 0.10, 2.70)  -0.65
C (0.27, -0.01, 3.82)  0.64
N (0.56, -0.18, 5.07)  0.00
C (1.46, -1.25, 5.52)  -0.46
C (0.72, -2.13, 6.51)  -0.58
O (0.19, -1.35, 7.56)  -0.36
C (-0.76, -0.41, 7.09)  -0.53
C (-0.10, 0.58, 6.15)  -0.58
H (2.33, -0.79, 5.99)  0.26
H (1.80, -1.82, 4.65)  0.35
H (1.40, -2.85, 6.96)  0.36
H (-0.09, -2.67, 6.00)  0.34
H (-1.15, 0.11, 7.97)  0.35
H (-1.58, -0.92, 6.58)  0.32
H (0.66, 1.16, 6.68)  0.28
H (-0.82, 1.27, 5.71)  0.42
Cl (3.70, -0.18, -1.83)  0.03
Si (2.30, -0.48, 0.52)  0.26
Cl (2.47, -2.49, 0.88)  -0.26
Cl (4.09, 0.20, 1.30)  -0.33

Energy above the lowest of the compared OMol25 structures with the same formula, charge and spin   274.53 kcal per mole
DFT total energy   -3856.859185 Ha
Frontier orbital gap (alpha / beta)   6.8 / 7.0 eV
Spin multiplicity   3
Charge   +1

Molecular formula: C6H5NO
Method: DFT, ωB97M-V with the def2-TZVPD basis set

Each line ends with the natural charge from an NBO analysis.
Cartesian coordinates (Å):
C (2.38, -0.97, -0.01)  -0.26
C (1.58, 0.11, -0.01)  -0.28
C (0.11, -0.07, -0.16)  0.28
N (-0.59, -1.13, -0.08)  -0.49
C (-1.98, -0.68, -0.02)  0.64
O (-2.97, -1.33, -0.02)  -0.47
C (-1.96, 0.83, 0.11)  -0.26
C (-0.70, 1.24, -0.15)  -0.25
H (3.43, -0.91, 0.28)  0.20
H (1.98, -1.92, -0.09)  0.21
H (1.98, 1.10, 0.14)  0.22
H (-2.79, 1.43, 0.14)  0.22
H (-0.46, 2.32, -0.13)  0.23

Energy above the lowest of the compared OMol25 structures with the same formula, charge and spin   17.28 kcal per mole
DFT total energy   -361.556691 Ha
Frontier orbital gap   8.9 eV
SMILES   C=CC1=NC(=O)C=C1

Molecular formula: C4H12NS
Method: DFT, ωB97M-V with the def2-TZVPD basis set

Each line ends with the natural charge from an NBO analysis.
Cartesian coordinates (Å):
C (-2.67, -1.49, -0.41)  -0.69
S (-0.88, -1.27, -0.04)  0.10
C (-0.40, 0.25, -0.92)  -0.54
C (0.30, 1.32, -0.07)  -0.44
C (1.72, 0.98, 0.31)  -0.22
N (1.82, -0.31, 1.10)  -0.69
H (-2.98, -2.18, 0.37)  0.25
H (-3.20, -0.56, -0.27)  0.23
H (-2.80, -1.89, -1.40)  0.24
H (-1.25, 0.74, -1.39)  0.25
H (0.24, -0.07, -1.75)  0.22
H (-0.31, 1.53, 0.82)  0.23
H (0.23, 2.27, -0.59)  0.26
H (2.19, 1.78, 0.88)  0.24
H (2.34, 0.82, -0.58)  0.23
H (1.99, -0.14, 2.10)  0.44
H (2.64, -0.84, 0.80)  0.44
H (1.02, -0.95, 1.03)  0.45

Energy above the lowest of the compared OMol25 structures with the same formula, charge and spin   6.91 kcal per mole
DFT total energy   -612.293689 Ha
Frontier orbital gap   9.1 eV
SMILES   CSCCC[NH3+]
Charge   +1

Molecular formula: C3H9BS
Method: DFT, ωB97M-V with the def2-TZVPD basis set

Each line ends with the natural charge from an NBO analysis.
Cartesian coordinates (Å):
B (0.29, -0.01, -0.13)  0.48
C (0.25, 1.57, -0.26)  -1.09
C (2.79, -1.49, -0.01)  -0.61
C (-2.66, -0.23, 0.27)  -0.75
S (-1.03, -1.08, 0.46)  0.00
H (1.16, 1.91, -0.90)  0.24
H (0.25, 2.11, 0.64)  0.26
H (-0.52, 2.02, -0.88)  0.24
H (3.37, -0.80, 0.53)  0.17
H (3.07, -1.69, -1.06)  0.19
H (2.15, -2.19, 0.53)  0.19
H (-3.07, 0.18, 1.26)  0.22
H (-3.41, -0.93, -0.02)  0.23
H (-2.65, 0.63, -0.42)  0.22

Energy above the lowest of the compared OMol25 structures with the same formula, charge and spin   90.31 kcal per mole
DFT total energy   -542.602336 Ha
Frontier orbital gap (alpha / beta)   8.6 / 8.0 eV

Molecular formula: C13H26O5S
Method: DFT, ωB97M-V with the def2-TZVPD basis set

Each line ends with the natural charge from an NBO analysis.
Cartesian coordinates (Å):
O (-0.53, 1.05, -3.36)  -0.93
S (0.87, 0.72, -3.02)  2.06
O (1.37, -0.58, -3.54)  -0.93
C (2.08, 2.04, -3.41)  -0.64
C (2.02, 2.92, -2.21)  -0.41
C (2.02, 2.13, -0.89)  -0.40
C (1.08, 0.82, -1.12)  -0.62
H (1.85, 2.61, -4.32)  0.26
H (3.07, 1.60, -3.54)  0.24
H (2.81, 3.67, -2.20)  0.22
H (1.07, 3.46, -2.29)  0.21
H (1.79, 2.82, -0.08)  0.23
H (3.05, 1.78, -0.80)  0.20
H (0.18, 0.61, -0.54)  0.26
H (1.75, -0.02, -0.92)  0.24
C (-4.11, 1.91, 1.17)  -0.72
C (-3.32, 3.10, 0.58)  0.59
C (-3.48, 3.40, -0.89)  -0.71
O (-2.29, 3.50, 1.05)  -0.55
H (-5.11, 2.33, 1.30)  0.22
H (-3.83, 1.71, 2.21)  0.24
H (-4.16, 1.05, 0.51)  0.24
H (-2.61, 3.97, -1.21)  0.24
H (-4.43, 3.87, -1.12)  0.22
H (-3.51, 2.40, -1.32)  0.23
C (0.09, 0.74, 4.94)  -0.73
C (0.74, -0.44, 5.79)  0.60
C (1.85, -0.15, 6.77)  -0.73
O (0.46, -1.61, 5.58)  -0.53
H (0.38, 1.68, 5.41)  0.21
H (-0.99, 0.60, 4.96)  0.24
H (0.34, 0.96, 3.90)  0.25
H (2.48, 0.72, 6.59)  0.22
H (2.60, -0.94, 6.68)  0.24
H (1.53, -0.13, 7.82)  0.24
C (1.30, -5.98, -3.49)  -0.72
C (0.65, -5.20, -2.39)  0.60
C (-0.86, -4.99, -2.50)  -0.73
O (1.40, -4.69, -1.58)  -0.54
H (1.78, -5.29, -4.18)  0.25
H (0.49, -6.49, -4.01)  0.20
H (1.96, -6.66, -2.96)  0.24
H (-1.37, -5.94, -2.33)  0.23
H (-1.19, -4.55, -3.44)  0.24
H (-1.28, -4.51, -1.61)  0.24

Energy above the lowest of the compared OMol25 structures with the same formula, charge and spin   37.48 kcal per mole
DFT total energy   -1285.222846 Ha
Frontier orbital gap   9.9 eV
SMILES   O=S1(=O)CCCC1.CC(C)=O.CC(C)=O.CC(C)=O

Molecular formula: C21H37F7N16O10
Method: DFT, ωB97M-V with the def2-TZVPD basis set

Each line ends with the Mulliken charge.
Cartesian coordinates (Å):
O (2.70, -3.49, 4.34)  -0.54
C (2.20, -2.53, 3.80)  0.00
C (0.65, -2.31, 3.69)  -0.32
C (0.14, -1.76, 2.56)  -0.38
C (-1.36, -1.44, 2.33)  1.39
F (-1.40, -0.21, 1.65)  -0.35
F (-1.94, -2.36, 1.49)  -0.26
C (-2.21, -1.21, 3.65)  0.47
F (-1.55, -0.51, 4.62)  -0.24
F (-2.62, -2.48, 4.07)  -0.28
C (-3.57, -0.42, 3.37)  0.46
F (-3.29, 0.92, 3.53)  -0.38
F (-4.12, -0.70, 2.16)  -0.20
F (-4.51, -0.73, 4.32)  -0.27
C (1.11, -1.38, 1.38)  0.14
O (0.77, -1.52, 0.22)  -0.67
C (2.51, -0.82, 1.85)  0.41
C (3.19, 0.26, 1.11)  -0.33
C (4.46, 0.74, 1.67)  -0.64
C (5.02, 0.12, 2.88)  -0.44
C (4.33, -0.95, 3.62)  -0.63
C (3.06, -1.43, 3.10)  0.80
H (-0.04, -2.54, 4.54)  0.39
H (2.70, 0.69, 0.21)  0.36
H (4.98, 1.57, 1.14)  0.46
H (5.98, 0.54, 3.26)  0.34
H (4.73, -1.41, 4.55)  0.39
N (-5.21, -3.55, 0.57)  -0.32
C (-4.91, -4.39, -0.45)  0.54
N (-3.89, -3.98, -1.25)  -0.12
O (-5.51, -5.44, -0.64)  -0.68
H (-4.72, -2.69, 0.75)  0.20
H (-5.96, -3.82, 1.19)  0.20
H (-3.63, -4.57, -2.02)  0.10
H (-3.38, -3.12, -1.11)  0.11
N (-3.20, 5.82, 3.02)  -0.31
C (-2.92, 4.49, 2.92)  0.57
N (-3.47, 3.72, 3.90)  -0.35
O (-2.23, 4.03, 2.02)  -0.68
H (-3.77, 6.22, 3.75)  0.14
H (-2.82, 6.43, 2.31)  0.34
H (-3.28, 2.73, 3.86)  0.42
H (-4.04, 4.08, 4.64)  0.14
N (-2.24, 9.47, -0.58)  -0.40
C (-1.95, 9.01, 0.67)  0.60
N (-1.39, 9.93, 1.50)  -0.38
O (-2.19, 7.87, 1.02)  -0.67
H (-2.06, 10.41, -0.89)  0.16
H (-2.66, 8.82, -1.22)  0.22
H (-1.16, 9.63, 2.43)  0.22
H (-1.19, 10.88, 1.23)  0.17
N (2.66, 3.15, -2.84)  -0.37
C (3.30, 3.44, -1.68)  0.64
N (3.21, 4.75, -1.29)  -0.42
O (3.92, 2.61, -1.05)  -0.58
H (2.14, 3.82, -3.38)  0.15
H (2.70, 2.19, -3.16)  0.23
H (3.68, 5.00, -0.44)  0.21
H (2.71, 5.45, -1.80)  0.15
N (-0.82, -4.87, -4.75)  -0.31
C (0.23, -4.59, -3.94)  0.61
N (-0.10, -3.94, -2.79)  -0.22
O (1.39, -4.89, -4.22)  -0.69
H (-1.77, -4.62, -4.52)  0.19
H (-0.63, -5.35, -5.61)  0.21
H (0.65, -3.71, -2.16)  0.18
H (-1.04, -3.68, -2.55)  0.13
N (-5.71, -2.05, -4.13)  -0.40
C (-4.43, -2.23, -4.55)  0.61
N (-3.96, -1.27, -5.40)  -0.40
O (-3.75, -3.18, -4.19)  -0.59
H (-6.29, -1.28, -4.42)  0.16
H (-6.09, -2.74, -3.50)  0.22
H (-3.02, -1.37, -5.73)  0.22
H (-4.51, -0.49, -5.71)  0.16
N (4.68, -3.14, 0.56)  -0.24
C (5.93, -2.62, 0.52)  0.66
N (6.79, -3.27, -0.33)  -0.46
O (6.28, -1.66, 1.18)  -0.56
H (4.38, -3.93, 0.02)  0.19
H (4.02, -2.68, 1.17)  0.00
H (7.73, -2.92, -0.39)  0.23
H (6.53, -4.07, -0.88)  0.14
N (2.03, -1.64, -2.23)  -0.08
C (3.28, -1.15, -2.33)  0.47
N (4.11, -1.82, -3.18)  -0.39
O (3.62, -0.18, -1.68)  -0.52
H (1.70, -2.44, -2.73)  0.07
H (1.40, -1.16, -1.60)  0.13
H (5.05, -1.47, -3.27)  0.24
H (3.83, -2.62, -3.71)  0.16

DFT total energy   -3150.245112 Ha
Frontier orbital gap   7.9 eV
SMILES   O=C1C=C(C(F)(F)C(F)(F)C(F)(F)F)C(=O)c2ccccc21.NC(N)=O.NC(N)=O.NC(N)=O.NC(N)=O.NC(N)=O.NC(N)=O.NC(N)=O.NC(N)=O